{"formula": "C48H99F5N11O13S", "method": "ωB97M-V/def2-TZVPD", "elements": ["C", "C", "O", "C", "C", "O", "C", "C", "O", "C", "N", "C", "C", "C", "F", "C", "N", "C", "C", "C", "C", "C", "O", "C", "C", "C", "C", "S", "C", "C", "O", "C", "C", "F", "F", "F", "N", "F", "H", "H", "H", "H", "H", "H", "H", "H", "H", "H", "H", "H", "H", "H", "H", "H", "H", "H", "H", "H", "H", "H", "H", "H", "H", "H", "H", "H", "H", "H", "H", "H", "H", "H", "H", "H", "H", "H", "H", "H", "H", "H", "H", "C", "O", "N", "C", "C", "H", "H", "H", "H", "H", "H", "H", "C", "O", "N", "C", "C", "H", "H", "H", "H", "H", "H", "H", "C", "O", "N", "C", "C", "H", "H", "H", "H", "H", "H", "H", "C", "O", "N", "C", "C", "H", "H", "H", "H", "H", "H", "H", "C", "O", "N", "C", "C", "H", "H", "H", "H", "H", "H", "H", "C", "O", "N", "C", "C", "H", "H", "H", "H", "H", "H", "H", "C", "O", "N", "C", "C", "H", "H", "H", "H", "H", "H", "H", "C", "O", "N", "C", "C", "H", "H", "H", "H", "H", "H", "H"], "xyz": [[5.614731, 1.106548, -2.214149], [4.159746, 1.764206, -2.193132], [3.997013, 2.669649, -3.303860], [2.665948, 3.218282, -3.213637], [2.729854, 4.556135, -2.312389], [1.729936, 5.520564, -2.699486], [0.510304, 5.321922, -1.978719], [0.581279, 5.965214, -0.500209], [-0.244537, 5.140465, 0.349073], [-0.777716, 5.854785, 1.462230], [-0.557481, 5.147011, 2.775121], [0.070715, 5.992045, 3.822676], [1.629300, 6.251354, 3.687693], [2.382901, 5.633372, 2.453748], [1.832085, 7.675950, 3.637358], [-0.951840, 3.888899, 2.950618], [-1.535614, 3.087945, 1.936138], [-0.633331, 1.959386, 1.610873], [-0.465295, 1.033271, 2.925199], [0.681949, 0.011166, 2.913816], [2.246602, 0.613692, 2.794549], [2.411740, 2.246226, 2.772456], [2.590939, 1.317530, 1.518792], [-0.831961, 1.808303, 4.302432], [-2.300658, 1.317118, 4.793050], [-3.506033, 1.700717, 3.857701], [-4.909167, 1.138285, 4.375859], [-5.643431, 2.181439, 5.746574], [0.071170, 1.319071, 5.555576], [1.410973, 2.095545, 5.806988], [1.668898, 2.029129, 7.256916], [2.955721, 1.485183, 7.524637], [4.128861, 2.533541, 7.240340], [3.836147, 3.730468, 7.864573], [5.296745, 2.037478, 7.837336], [4.429049, 2.695229, 5.892137], [-0.723465, 3.281256, 4.248496], [-1.653156, 3.827177, 5.128147], [6.401282, 1.827345, -1.844694], [5.844202, 0.663611, -3.230397], [5.591351, 0.238903, -1.472260], [4.021232, 2.261963, -1.178915], [3.414060, 0.907090, -2.307428], [2.220842, 3.421849, -4.229475], [1.995256, 2.478170, -2.664151], [3.736384, 5.038400, -2.519459], [2.717067, 4.289289, -1.209908], [-0.332370, 5.779049, -2.597628], [0.252733, 4.208345, -1.908595], [0.205080, 7.029276, -0.618698], [1.687707, 5.934396, -0.225348], [-1.902418, 5.932143, 1.339518], [-0.361421, 6.905321, 1.469124], [-0.430879, 7.015434, 3.726676], [-0.126545, 5.667267, 4.882205], [2.123786, 5.924506, 4.660860], [1.810170, 4.900762, 1.821033], [3.298160, 5.081362, 2.853402], [2.775136, 6.462163, 1.776976], [-1.937811, 3.578699, 1.140978], [-1.161444, 1.350123, 0.801229], [0.340164, 2.286712, 1.149116], [-1.396502, 0.364504, 2.800192], [0.649688, -0.567650, 1.929829], [0.690139, -0.770292, 3.720409], [3.096457, 0.004658, 3.343081], [1.541546, 2.931687, 2.729769], [3.414282, 2.420125, 3.249035], [-2.219693, 0.174389, 4.790659], [-2.552896, 1.613505, 5.846219], [-3.382936, 1.443188, 2.757372], [-3.607040, 2.841256, 3.881965], [-5.628830, 1.202658, 3.488499], [-4.749858, 0.067173, 4.693450], [-6.391789, 3.190319, 5.152813], [-0.556323, 1.513236, 6.493685], [0.203501, 0.187032, 5.570304], [2.292767, 1.541734, 5.341281], [1.440881, 3.187072, 5.542651], [3.002702, 1.302254, 8.650052], [3.153554, 0.482656, 7.037654], [-1.575181, -2.733246, 1.044615], [-1.137217, -2.135221, 2.017303], [-0.849191, -3.523686, 0.219495], [-1.440940, -4.205484, -0.921193], [0.566149, -3.695683, 0.482780], [-2.636518, -2.670389, 0.757036], [-1.305417, -5.282168, -0.805292], [-0.940575, -3.872882, -1.833125], [-2.506655, -3.985229, -0.996650], [0.697449, -4.123351, 1.479728], [1.058926, -2.720455, 0.453881], [1.013912, -4.353944, -0.260188], [-0.628020, -7.753048, -2.260886], [-1.059313, -6.608148, -2.256160], [0.608461, -8.127396, -1.834798], [1.055920, -9.508029, -1.869362], [1.510401, -7.112253, -1.329013], [-1.233112, -8.597254, -2.624991], [1.303110, -9.828282, -0.853737], [1.945339, -9.578169, -2.500737], [0.280074, -10.160124, -2.270903], [1.048842, -6.616497, -0.471571], [1.688118, -6.367338, -2.109227], [2.457091, -7.559290, -1.027239], [-8.098657, 1.382504, 2.566152], [-6.948213, 1.397009, 2.155241], [-9.187733, 1.769068, 1.858979], [-10.525696, 1.722649, 2.417581], [-9.008753, 2.244392, 0.499696], [-8.344610, 1.039648, 3.583794], [-11.146277, 1.064203, 1.805445], [-10.950241, 2.729261, 2.413530], [-10.508232, 1.346744, 3.441035], [-8.543016, 1.457641, -0.097871], [-8.347847, 3.114165, 0.507082], [-9.968271, 2.517297, 0.061968], [7.999992, 5.867302, -4.635140], [8.323723, 4.807144, -4.130943], [6.753468, 6.179509, -5.072993], [6.442668, 7.465784, -5.665299], [5.699943, 5.192309, -4.943407], [8.724858, 6.684741, -4.779741], [5.668505, 7.956589, -5.067639], [6.076426, 7.310593, -6.678018], [7.325959, 8.103327, -5.699008], [5.579349, 4.932294, -3.889529], [5.982819, 4.292120, -5.494095], [4.760370, 5.581999, -5.335335], [-1.190276, -11.694750, -4.054704], [-1.694787, -10.940263, -3.240403], [-1.541684, -12.993906, -4.243441], [-0.895026, -13.830329, -5.234237], [-2.598397, -13.560827, -3.426190], [-0.382161, -11.364356, -4.722560], [-1.643237, -14.184206, -5.947857], [-0.435515, -14.687077, -4.735171], [-0.125340, -13.274544, -5.770407], [-3.517031, -12.990070, -3.579478], [-2.315830, -13.490142, -2.373405], [-2.767134, -14.604347, -3.690804], [8.169024, 6.502611, -9.118030], [7.366362, 6.960731, -8.325343], [8.686971, 5.248003, -9.073000], [9.640928, 4.772076, -10.054725], [8.271034, 4.355101, -8.006454], [8.549391, 7.096366, -9.964488], [9.225243, 3.899370, -10.564314], [10.566391, 4.489595, -9.547204], [9.859921, 5.544933, -10.791985], [7.188187, 4.217239, -8.055035], [8.522337, 4.803079, -7.043097], [8.767750, 3.390135, -8.101638], [-0.545195, -8.279127, -6.105299], [-0.208516, -9.358163, -5.656069], [-1.802471, -7.955416, -6.500644], [-2.132867, -6.646813, -7.027271], [-2.849044, -8.954944, -6.390906], [0.173153, -7.452850, -6.228218], [-2.894753, -6.187545, -6.392723], [-2.523294, -6.757084, -8.041976], [-1.253216, -6.003025, -7.051413], [-2.945022, -9.261681, -5.346572], [-2.575548, -9.828605, -6.987410], [-3.798454, -8.553192, -6.743752], [-8.472516, -0.306553, 7.304429], [-9.628827, -0.155627, 6.960100], [-8.040451, -0.402581, 8.589680], [-6.641747, -0.581706, 8.920910], [-9.013076, -0.322647, 9.663499], [-7.655943, -0.379119, 6.568087], [-6.521971, -1.514179, 9.478379], [-6.309595, 0.256174, 9.538993], [-6.030328, -0.623949, 8.018868], [-9.745151, -1.124592, 9.545878], [-9.533852, 0.635778, 9.606213], [-8.520948, -0.414877, 10.631341]], "atomic_forces_ev_per_a": [[-0.79, -0.16, 0.51], [1.36, -1.40, 0.16], [-1.33, -0.23, 1.00], [-0.34, 0.51, 1.08], [1.11, -0.35, -0.99], [-0.42, -0.76, 1.27], [-0.82, -0.32, -0.01], [0.78, -0.29, -2.45], [0.01, 1.07, 0.99], [-0.92, 0.19, -0.92], [0.01, -0.53, 0.02], [-0.15, 1.66, 1.01], [0.59, 0.09, -0.12], [1.01, -0.11, 0.16], [-0.53, -1.48, 0.06], [-0.82, -0.37, -0.65], [1.65, 1.57, 1.88], [0.18, -1.86, -0.54], [-2.38, -0.08, -0.39], [3.47, 0.14, -1.85], [-1.42, 2.97, 0.13], [1.38, -5.31, -0.97], [-0.79, 0.37, 3.77], [-0.31, -2.29, 1.85], [-0.30, -0.88, -1.28], [-0.62, 1.20, 0.34], [0.46, 0.71, -1.59], [0.07, -0.23, -0.04], [-0.54, 0.80, 0.61], [0.91, -1.25, 0.55], [0.88, -0.57, -1.03], [0.36, 0.45, 1.25], [0.49, -1.13, 1.08], [0.62, -1.58, -1.63], [-1.76, 0.92, -1.07], [-0.61, 0.35, 2.00], [0.61, -0.12, -2.27], [-0.04, 0.57, 0.14], [-0.80, -0.75, -0.77], [-0.15, 0.78, 1.16], [0.02, 1.10, -0.92], [-0.05, -0.43, -1.25], [0.71, 1.13, 0.26], [0.76, -0.03, 1.01], [0.64, 0.73, -0.90], [-1.23, -0.57, 0.21], [-0.26, 0.36, -1.13], [1.18, -0.38, 0.90], [0.43, 1.35, 0.17], [0.41, -1.21, 0.63], [-1.59, 0.19, 0.05], [1.13, -0.03, 0.13], [-0.31, -1.32, 0.60], [0.71, -1.33, 0.18], [-0.11, -0.13, -1.44], [-0.68, 0.43, -1.31], [0.37, 0.83, 0.79], [-1.19, 0.73, -0.66], [-0.65, -0.97, 1.01], [0.60, 0.06, 0.07], [0.72, 0.70, 1.20], [-0.92, -0.09, 0.60], [1.46, 0.84, 0.33], [-0.47, 0.63, 1.41], [-0.37, 1.01, -0.74], [-1.68, 1.30, -1.47], [0.98, -0.65, 0.18], [-1.29, 0.84, -0.79], [0.00, 1.43, 0.08], [0.44, -0.01, -1.07], [0.04, -0.07, 1.44], [0.12, -1.45, -0.14], [0.96, -0.43, 1.42], [-0.61, 1.19, 0.06], [0.78, -1.12, -0.19], [0.87, -0.08, -1.27], [0.02, 1.60, -0.32], [-1.30, 0.99, 0.12], [-0.33, -1.15, -0.10], [-0.01, 0.36, -1.47], [-0.10, 1.24, 0.15], [0.24, -0.52, -0.60], [0.11, 0.07, 0.07], [-0.69, 0.69, 0.49], [0.17, -0.07, 0.33], [-0.09, 0.17, 0.25], [0.02, -0.05, -0.05], [-0.11, 0.38, -0.20], [-0.10, -0.20, -0.05], [0.09, 0.07, 0.10], [0.15, 0.03, -0.06], [0.13, -0.11, 0.03], [-0.15, 0.08, 0.01], [0.26, -0.68, -0.06], [0.43, -0.25, -0.16], [-0.70, 0.21, -0.22], [0.08, 0.11, 0.03], [-0.27, 0.12, -0.12], [0.14, -0.06, 0.03], [0.06, -0.11, -0.08], [-0.01, -0.14, 0.05], [-0.02, 0.21, 0.02], [0.16, 0.04, 0.01], [0.09, 0.06, 0.13], [-0.12, -0.03, -0.05], [-0.71, 0.08, -0.06], [-0.18, 0.20, -0.48], [0.58, -0.24, 0.49], [0.03, 0.05, -0.16], [0.29, -0.06, 0.03], [-0.05, 0.01, 0.00], [-0.10, 0.06, 0.12], [-0.12, -0.10, 0.06], [0.08, 0.02, -0.08], [-0.02, 0.14, -0.09], [-0.05, -0.04, -0.15], [0.05, -0.05, 0.13], [-0.45, 0.19, -0.13], [-0.15, -0.09, -0.04], [0.67, 0.08, 0.18], [-0.44, -0.09, 0.14], [0.30, -0.10, 0.11], [-0.05, 0.08, -0.05], [0.06, 0.11, 0.00], [0.06, 0.22, 0.11], [-0.03, -0.13, -0.03], [-0.07, -0.18, -0.12], [-0.17, -0.07, 0.13], [0.13, 0.07, -0.01], [0.25, -0.55, -0.40], [-0.26, -0.17, 0.18], [0.16, 0.62, 0.08], [-0.18, -0.03, 0.17], [0.00, 0.26, 0.09], [-0.06, -0.04, 0.02], [0.15, -0.09, -0.07], [0.04, -0.04, -0.18], [-0.09, 0.04, 0.09], [-0.03, -0.12, 0.13], [-0.16, -0.06, -0.02], [0.08, 0.10, -0.04], [0.27, -0.43, -0.12], [0.16, -0.26, -0.17], [-0.17, 0.66, -0.19], [-0.11, -0.11, 0.21], [-0.16, 0.25, 0.11], [0.05, -0.05, -0.03], [0.16, 0.02, -0.08], [0.04, -0.04, -0.18], [-0.07, -0.01, 0.10], [0.05, -0.08, 0.12], [-0.07, -0.20, 0.02], [0.00, 0.13, -0.06], [-0.41, 0.28, -0.15], [-0.06, -0.02, -0.07], [0.66, 0.03, 0.11], [-0.15, -0.22, 0.05], [0.19, -0.19, 0.18], [-0.05, 0.07, -0.02], [0.03, 0.13, -0.12], [-0.01, 0.18, 0.02], [-0.02, -0.11, 0.04], [-0.08, -0.09, -0.09], [-0.14, -0.02, 0.06], [0.14, 0.05, 0.00], [0.20, -0.05, 0.27], [-0.01, 0.03, 0.16], [0.01, 0.01, -0.62], [-0.25, 0.02, 0.15], [-0.20, 0.04, -0.23], [0.10, 0.00, 0.07], [0.18, 0.06, 0.00], [0.17, -0.09, -0.02], [-0.12, 0.03, 0.02], [-0.04, 0.10, 0.13], [-0.07, -0.10, 0.12], [0.04, 0.00, -0.13]], "lumo_ev": -3.67, "charge": 1, "energy_ha": -4365.737386, "homo_lumo_gap_ev": 6.28, "largest_force_ha_per_bohr": 0.1084, "homo_energy_ev": -9.95}